Density functional theory data (ωB97M-V/def2-TZVPD) for a structure of composition C18H45Hg2NO18 in a non-equilibrium geometry.

Each line ends with the Löwdin charge.
CARTESIAN COORDINATES (ANGSTROEM)
1 Hg 3.912 1.546 1.088  1.33
2 Hg 2.555 -0.952 -1.154  1.35
3 C 4.976 -0.787 0.049  -0.89
4 O 4.447 0.144 -0.751  -0.26
5 O 5.435 -0.355 1.154  -0.10
6 O 4.648 -1.988 -0.237  -0.09
7 C 1.408 1.290 0.125  -0.77
8 O 1.331 1.110 -1.162  -0.15
9 O 1.685 2.446 0.612  -0.09
10 O 1.960 0.260 0.747  -0.25
11 C 2.045 3.810 -3.487  -0.25
12 C 2.025 4.851 -2.375  -0.24
13 O 1.082 4.542 -1.352  -0.08
14 O 2.599 2.574 -3.093  -0.08
15 H 2.646 4.200 -4.312  0.12
16 H 1.016 3.673 -3.838  0.10
17 H 1.620 5.755 -2.838  0.11
18 H 3.008 4.988 -1.917  0.11
19 H 1.374 3.810 -0.783  0.03
20 H 2.073 2.200 -2.367  0.02
21 C 1.399 1.282 3.897  -0.26
22 C 2.750 0.920 4.458  -0.19
23 O 3.742 0.887 3.409  -0.13
24 O 0.770 0.202 3.247  -0.06
25 H 1.448 2.150 3.225  0.11
26 H 0.791 1.654 4.727  0.12
27 H 2.711 -0.025 5.001  0.13
28 H 3.088 1.691 5.163  0.12
29 H 4.601 0.909 3.839  0.09
30 H 1.359 -0.059 2.522  0.04
31 C -1.365 0.659 -3.334  -0.26
32 C -2.057 1.590 -4.308  -0.27
33 O -1.319 2.757 -4.574  -0.06
34 O -1.306 1.191 -2.025  -0.08
35 H -0.329 0.533 -3.673  0.13
36 H -1.939 -0.280 -3.342  0.11
37 H -3.045 1.848 -3.901  0.12
38 H -2.272 1.026 -5.219  0.12
39 H -1.393 3.322 -3.798  0.09
40 H -0.370 1.329 -1.805  0.04
41 C -0.069 -2.899 -1.035  -0.19
42 C 0.542 -2.642 0.293  -0.25
43 O 1.926 -2.919 0.197  -0.09
44 O 0.495 -1.942 -1.961  -0.11
45 H -1.155 -2.820 -0.967  0.10
46 H 0.161 -3.900 -1.411  0.13
47 H 0.067 -3.305 1.028  0.14
48 H 0.322 -1.637 0.666  0.10
49 H 2.303 -3.278 1.003  0.12
50 H 0.081 -2.060 -2.821  0.10
51 C 6.161 3.453 2.639  -0.21
52 C 5.114 4.458 2.297  -0.20
53 O 3.843 3.775 2.237  -0.11
54 O 6.013 2.432 1.652  -0.13
55 H 6.006 3.013 3.633  0.12
56 H 7.194 3.807 2.623  0.13
57 H 5.328 4.896 1.318  0.13
58 H 5.050 5.272 3.019  0.13
59 H 3.208 4.336 2.688  0.11
60 H 6.749 1.813 1.591  0.11
61 C -2.054 -0.190 0.608  -0.11
62 O -2.338 -1.124 1.618  -0.17
63 C -3.626 -1.674 1.572  -0.23
64 C -3.669 -2.953 0.746  -0.22
65 N -5.040 -3.420 0.520  -0.05
66 C -5.033 -4.774 -0.019  -0.23
67 C -6.430 -5.275 -0.292  -0.25
68 O -7.128 -4.338 -1.065  -0.19
69 C -8.489 -4.643 -1.201  -0.12
70 H -1.284 0.504 0.951  0.09
71 H -2.910 0.458 0.382  0.10
72 H -1.727 -0.630 -0.339  0.06
73 H -4.393 -0.958 1.256  0.12
74 H -3.916 -1.973 2.584  0.13
75 H -3.067 -3.731 1.230  0.12
76 H -3.096 -2.818 -0.192  0.10
77 H -5.367 -2.814 -0.225  0.11
78 H -4.488 -5.492 0.591  0.12
79 H -4.516 -4.775 -0.999  0.12
80 H -6.963 -5.470 0.650  0.13
81 H -6.361 -6.232 -0.831  0.12
82 H -8.937 -3.931 -1.892  0.09
83 H -9.005 -4.692 -0.240  0.09
84 H -8.609 -5.609 -1.722  0.09

## Properties
net charge: 0
energy: -2428.58239 hartree

=====

Density functional theory data (ωB97M-V/def2-TZVPD) for the molecule C9H26BN3O3Si in a non-equilibrium geometry.

Each line ends with the Löwdin charge.
CARTESIAN COORDINATES (ANGSTROEM)
1 C -3.785 3.119 1.365  -0.16
2 C -2.185 2.758 1.187  -0.24
3 C -1.936 1.193 0.680  -0.31
4 N -1.698 1.081 -0.810  -0.12
5 Si -0.326 -0.117 -1.040  0.59
6 C -0.292 -0.512 -2.925  -0.21
7 O -1.616 -0.776 -3.518  -0.26
8 O -2.454 -1.272 -2.650  -0.12
9 N -0.711 -1.509 0.029  -0.12
10 C -0.044 -2.795 -0.399  -0.29
11 C 1.317 -3.186 0.427  -0.24
12 C 1.047 -3.459 2.054  -0.14
13 B 1.287 0.847 -0.577  -0.49
14 O 1.289 2.320 -0.891  -0.03
15 N 2.520 0.274 0.098  -0.20
16 C 2.630 1.023 1.426  -0.11
17 C 3.675 0.626 -0.834  -0.11
18 H -3.855 4.160 1.930  0.08
19 H -4.240 3.243 0.293  0.08
20 H -4.366 2.339 2.043  0.08
21 H -1.710 2.865 2.276  0.11
22 H -1.661 3.512 0.461  0.10
23 H -2.885 0.580 1.046  0.12
24 H -1.034 0.793 1.344  0.09
25 H -1.437 2.012 -1.204  0.07
26 H 0.457 -1.406 -3.128  0.10
27 H 0.160 0.417 -3.517  0.13
28 H -3.364 -1.154 -3.099  0.16
29 H -1.732 -1.617 0.220  0.08
30 H 0.205 -2.878 -1.539  0.10
31 H -0.829 -3.666 -0.174  0.14
32 H 2.231 -2.465 0.237  0.09
33 H 1.665 -4.248 0.006  0.11
34 H 2.007 -3.074 2.607  0.07
35 H 0.977 -4.622 2.296  0.07
36 H 0.070 -2.938 2.437  0.07
37 H 0.865 2.833 -0.140  0.10
38 H 3.032 2.117 1.276  0.10
39 H 3.253 0.370 2.171  0.11
40 H 1.520 1.143 1.847  0.10
41 H 4.240 -0.402 -1.044  0.10
42 H 4.386 1.453 -0.383  0.11
43 H 3.328 1.018 -1.886  0.10

## Properties
net charge: 0
energy: -1062.61777 hartree

=====

Density functional theory data (ωB97M-V/def2-TZVPD) for a cluster of 2 separate species, C5H10ClN4 in total in a non-equilibrium geometry.

Each line ends with the Löwdin charge.
CARTESIAN COORDINATES (ANGSTROEM)
1 C -1.657 1.652 0.283  -0.10
2 C -0.783 0.716 0.721  -0.01
3 C -1.400 0.776 -2.039  -0.21
4 C -1.986 1.777 -1.085  -0.59
5 C -0.204 -0.231 -0.166  -0.12
6 N -0.553 -0.092 -1.767  0.17
7 N 1.388 -1.820 -0.856  0.07
8 N 0.650 -1.193 0.133  -0.01
9 N 2.174 -1.203 2.184  0.06
10 Cl -1.355 3.384 -1.830  0.63
11 H -2.169 2.430 0.965  0.17
12 H -0.345 0.673 1.706  0.12
13 H -1.824 0.774 -2.971  0.10
14 H -3.057 1.681 -1.136  0.13
15 H 1.018 -1.604 -1.732  0.04
16 H 1.725 -2.865 -0.712  0.18
17 H 1.197 -1.280 1.136  0.06
18 H 1.712 -1.644 2.986  0.09
19 H 2.417 -0.187 2.294  0.11
20 H 3.053 -1.744 1.886  0.12

## Properties
net charge: +1
energy: -875.39934 hartree

=====

Density functional theory data (ωB97M-V/def2-TZVPD) for a cluster of 2 separate species, C7H17NO in total in a non-equilibrium geometry.

Each line ends with the Löwdin charge.
CARTESIAN COORDINATES (ANGSTROEM)
1 C -0.821 -0.101 -0.344  -0.24
2 C -1.844 -0.686 -1.290  -0.28
3 C -2.959 1.088 0.468  -0.10
4 C 0.180 0.357 2.447  -0.04
5 C -1.119 1.000 1.967  -0.56
6 O -1.748 1.761 2.704  0.00
7 N -1.565 0.692 0.736  -0.07
8 H -0.231 -0.907 0.059  0.06
9 H -0.176 0.552 -0.911  0.07
10 H -2.246 -1.588 -0.886  0.04
11 H -1.430 -0.845 -2.281  0.03
12 H -3.119 2.142 0.599  0.08
13 H 0.809 0.071 1.544  0.05
14 H -2.618 -0.020 -1.378  -0.01
15 H -3.159 0.837 -0.542  0.03
16 H -3.668 0.524 1.108  0.10
17 H 0.799 1.066 3.014  0.07
18 H 0.040 -0.576 2.996  0.07
19 C 2.970 -0.088 -0.783  -0.24
20 C 3.265 -1.234 -1.718  -0.27
21 H 2.196 0.529 -1.201  0.03
22 H 2.585 -0.422 0.163  0.03
23 H 3.874 0.476 -0.599  0.05
24 H 3.919 -1.923 -1.260  0.03
25 H 3.697 -0.892 -2.644  0.04
26 H 2.369 -1.815 -1.968  0.03

## Properties
<S²>: 0.750
2S+1: 2
net charge: -1
energy: -406.83075 hartree

=====

Copy entry 2 word for word.
Density functional theory data (ωB97M-V/def2-TZVPD) for the molecule C9H26BN3O3Si in a non-equilibrium geometry.

Each line ends with the Löwdin charge.
CARTESIAN COORDINATES (ANGSTROEM)
1 C -3.785 3.119 1.365  -0.16
2 C -2.185 2.758 1.187  -0.24
3 C -1.936 1.193 0.680  -0.31
4 N -1.698 1.081 -0.810  -0.12
5 Si -0.326 -0.117 -1.040  0.59
6 C -0.292 -0.512 -2.925  -0.21
7 O -1.616 -0.776 -3.518  -0.26
8 O -2.454 -1.272 -2.650  -0.12
9 N -0.711 -1.509 0.029  -0.12
10 C -0.044 -2.795 -0.399  -0.29
11 C 1.317 -3.186 0.427  -0.24
12 C 1.047 -3.459 2.054  -0.14
13 B 1.287 0.847 -0.577  -0.49
14 O 1.289 2.320 -0.891  -0.03
15 N 2.520 0.274 0.098  -0.20
16 C 2.630 1.023 1.426  -0.11
17 C 3.675 0.626 -0.834  -0.11
18 H -3.855 4.160 1.930  0.08
19 H -4.240 3.243 0.293  0.08
20 H -4.366 2.339 2.043  0.08
21 H -1.710 2.865 2.276  0.11
22 H -1.661 3.512 0.461  0.10
23 H -2.885 0.580 1.046  0.12
24 H -1.034 0.793 1.344  0.09
25 H -1.437 2.012 -1.204  0.07
26 H 0.457 -1.406 -3.128  0.10
27 H 0.160 0.417 -3.517  0.13
28 H -3.364 -1.154 -3.099  0.16
29 H -1.732 -1.617 0.220  0.08
30 H 0.205 -2.878 -1.539  0.10
31 H -0.829 -3.666 -0.174  0.14
32 H 2.231 -2.465 0.237  0.09
33 H 1.665 -4.248 0.006  0.11
34 H 2.007 -3.074 2.607  0.07
35 H 0.977 -4.622 2.296  0.07
36 H 0.070 -2.938 2.437  0.07
37 H 0.865 2.833 -0.140  0.10
38 H 3.032 2.117 1.276  0.10
39 H 3.253 0.370 2.171  0.11
40 H 1.520 1.143 1.847  0.10
41 H 4.240 -0.402 -1.044  0.10
42 H 4.386 1.453 -0.383  0.11
43 H 3.328 1.018 -1.886  0.10

## Properties
net charge: 0
energy: -1062.61777 hartree

=====

> energy of number 4 (C7H17NO)?

-406.83075 hartree

=====

> The highest net charge belongs to which entry?

C5H10ClN4